Record 1
C34H40CuFGeN2O3SeTe | ωB97M-V with the def2-TZVPD basis set

Results
Frontier orbital gap: 7.452 eV
Energy above the lowest of the compared OMol25 structures with the same formula, charge and spin: 36.3 kJ/mol
Highest occupied orbital energy: -0.2638 hartree
E_LUMO: 0.2749 eV

The geometry in XYZ format:
```
84
C34H40CuFGeN2O3SeTe (ωB97M-V with the def2-TZVPD basis set)
Cu 0.2810 -1.4303 -1.2907
C -2.3259 -4.2885 5.1543
C -3.2216 -3.2678 4.4608
C -3.8701 -2.2775 5.4179
C -2.8188 -1.3976 6.0795
C -1.9226 -0.7705 5.0430
C -1.2359 0.3918 5.3098
C -0.4130 0.9543 4.3385
F 0.2456 2.0935 4.6420
C -0.2674 0.4009 3.1019
C -0.9667 -0.7726 2.7981
C -0.8260 -1.3486 1.4498
O -0.0984 -0.7355 0.6348
C -1.5553 -2.5519 1.2026
C -2.3162 -3.0583 2.2199
N -2.4547 -2.5281 3.4442
C -1.7812 -1.3619 3.7691
C -1.5992 -3.3832 -0.0945
O -2.3455 -4.3634 -0.0698
O -0.8734 -3.0186 -1.0635
H -2.8913 -4.8336 5.9113
H -1.4751 -3.8046 5.6357
H -1.9385 -5.0052 4.4303
H -4.0053 -3.7952 3.9162
H -4.4409 -2.8276 6.1667
H -4.5723 -1.6549 4.8585
H -2.2184 -1.9909 6.7749
H -3.2947 -0.6153 6.6718
H -1.3305 0.8792 6.2723
H 0.3660 0.8440 2.3480
H -2.8618 -3.9723 2.0147
C -1.5533 -1.3321 -5.9760
C -0.5232 -0.2754 -5.5640
C -0.0959 -0.4571 -4.1783
N 0.2325 -0.5930 -3.0892
H -1.8575 -1.1609 -7.0071
H -2.4335 -1.2825 -5.3376
H -1.1333 -2.3330 -5.8961
H -0.9373 0.7294 -5.6591
H 0.3626 -0.3256 -6.1984
C 6.3387 -2.8776 -1.9781
Ge 5.6440 -1.0973 -2.3674
C 6.2596 0.1391 -0.9869
C 6.2346 -0.4964 -4.1333
C 3.6856 -1.1915 -2.4110
Se 2.8532 -1.5896 -0.6941
C 2.7627 0.2301 -0.0154
H 7.4230 -2.8415 -1.8684
H 6.0957 -3.5784 -2.7773
H 5.9069 -3.2492 -1.0485
H 7.3480 0.2040 -1.0136
H 5.9655 -0.2249 -0.0015
H 5.8499 1.1395 -1.1286
H 7.3224 -0.4622 -4.1971
H 5.8466 0.5005 -4.3463
H 5.8678 -1.1797 -4.9004
H 3.3865 -1.9995 -3.0812
H 3.2304 -0.2727 -2.7846
H 3.7502 0.6102 0.2334
H 2.1350 0.1864 0.8724
H 2.2798 0.8669 -0.7530
Te -2.1280 1.3070 -0.4223
C -3.3896 2.9182 -0.9849
C -3.6287 3.1966 -2.3276
C -4.4568 4.2502 -2.6909
C -5.0584 5.0300 -1.7136
C -4.8292 4.7551 -0.3732
C -3.9983 3.7033 -0.0098
C -0.3668 2.4672 -0.5580
C 0.2721 2.6215 -1.7844
C 1.4336 3.3761 -1.8783
C 1.9733 3.9674 -0.7441
C 1.3374 3.8202 0.4802
C 0.1648 3.0800 0.5719
H -3.1654 2.5859 -3.0928
H -4.6348 4.4598 -3.7384
H -5.7070 5.8493 -1.9962
H -5.2971 5.3606 0.3929
H -3.8182 3.4929 1.0370
H -0.1345 2.1419 -2.6650
H 1.9236 3.4947 -2.8372
H 2.8843 4.5479 -0.8162
H 1.7478 4.2874 1.3667
H -0.3432 2.9909 1.5231
```



Record 2
C34H40FN5O10S | ωB97M-V with the def2-TZVPD basis set

Results
Frontier orbital gap: 6.123 eV
Highest occupied orbital energy: -0.2517 hartree
E_LUMO: -0.7260 eV

The geometry in XYZ format:
```
91
C34H40FN5O10S (ωB97M-V with the def2-TZVPD basis set)
C 2.5533 0.6237 -1.6499
C 1.1747 1.2161 -1.9068
C 0.5357 0.8034 -3.2254
C 0.5406 2.0250 -1.0144
C -0.8769 1.7358 -0.5673
C -2.0306 2.6314 -1.1564
C -3.2724 1.7707 -1.5361
C -3.0134 1.1341 -2.9235
C -4.5091 2.7054 -1.6240
C -5.7521 2.2654 -0.8195
N -6.0150 0.8188 -0.6865
S -6.4416 0.0225 -2.0591
O -6.6261 0.9344 -3.1376
O -7.5199 -0.8656 -1.7775
F -5.2007 -0.9021 -2.3228
H 2.6180 0.3206 -0.6109
H 3.3523 1.3445 -1.8645
H 2.6755 -0.2264 -2.3179
H 0.0492 1.6412 -3.7161
H -0.1306 -0.0557 -3.0906
H 1.3399 0.4660 -3.8833
H 1.0967 2.8771 -0.6291
H -1.1213 0.6994 -0.8061
H -0.9306 1.8645 0.5161
H -1.6892 3.2190 -2.0070
H -2.3341 3.3273 -0.3676
H -3.3428 1.0273 -0.7378
H -2.6474 0.1081 -2.8707
H -3.9073 1.1457 -3.5476
H -2.2642 1.7200 -3.4534
H -4.7707 2.9140 -2.6598
H -4.2132 3.6701 -1.2035
H -6.6316 2.7136 -1.2783
H -5.6912 2.6773 0.1873
H -5.2834 0.3325 -0.1816
O 0.8805 -1.2764 0.5060
N 0.3151 -2.0281 -0.2629
O 0.4238 -1.9953 -1.4738
C -0.5740 -3.0464 0.3143
C -0.7501 -3.0797 1.6855
C -1.6016 -4.0251 2.2317
C -2.2648 -4.9222 1.4037
C -2.0717 -4.8790 0.0285
C -1.2205 -3.9353 -0.5255
H -0.2399 -2.3781 2.3273
H -1.7504 -4.0557 3.3028
H -2.9349 -5.6563 1.8314
H -2.5873 -5.5793 -0.6141
H -1.0688 -3.8953 -1.5940
O -0.3164 5.4365 0.2332
N 0.2053 4.8215 1.1421
O 1.1535 4.0741 1.0138
C -0.3596 4.9807 2.4898
C -1.4644 5.7944 2.6636
C -2.0056 5.9247 3.9326
C -1.4386 5.2476 5.0045
C -0.3245 4.4412 4.8115
C 0.2225 4.3031 3.5457
H -1.9003 6.3184 1.8259
H -2.8721 6.5534 4.0849
H -1.8669 5.3479 5.9932
H 0.1171 3.9165 5.6474
H 1.0869 3.6751 3.3882
O 6.1106 1.0817 -4.5470
N 5.1137 0.3951 -4.6435
O 3.9848 0.7746 -4.4133
C 5.2842 -1.0046 -5.0623
C 6.5588 -1.4854 -5.3004
C 6.7143 -2.8103 -5.6754
C 5.6022 -3.6312 -5.8098
C 4.3295 -3.1282 -5.5739
C 4.1644 -1.8052 -5.1963
H 7.4194 -0.8418 -5.1944
H 7.7046 -3.2031 -5.8607
H 5.7279 -4.6666 -6.0984
H 3.4642 -3.7678 -5.6812
H 3.1769 -1.4092 -5.0086
O -0.8758 -2.5859 5.3635
N -0.0569 -2.6139 6.2635
O -0.3130 -2.3989 7.4289
C 1.3386 -2.9265 5.9185
C 1.6754 -3.1406 4.5946
C 2.9947 -3.4132 4.2727
C 3.9556 -3.4724 5.2734
C 3.5981 -3.2635 6.5993
C 2.2811 -2.9872 6.9293
H 0.9293 -3.0939 3.8184
H 3.2728 -3.5759 3.2405
H 4.9865 -3.6806 5.0191
H 4.3473 -3.3125 7.3773
H 1.9985 -2.8210 7.9581
```



Record 3
C34H40IN11OReS2 | ωB97M-V with the def2-TZVPD basis set

Results
Frontier orbital gap (spin up / spin down): 5.854 / 6.233 eV
Spin multiplicity: 2
Energy above the lowest of the compared OMol25 structures with the same formula, charge and spin: 109.9 kJ/mol
Highest occupied orbital energy (spin up / spin down): -0.4827 / -0.4756 hartree
E_LUMO (spin up / spin down): -7.2799 / -6.7087 eV
Charge: +2

The geometry in XYZ format:
```
90
C34H40IN11OReS2 (ωB97M-V with the def2-TZVPD basis set)
Re 0.0168 -0.9339 2.4164
C 4.9530 1.1485 1.3694
N 4.0163 0.1347 1.7984
C 2.8749 0.2842 2.4666
N 2.1800 -0.8528 2.4175
C 2.9979 -1.6944 1.7242
N 4.0927 -1.1106 1.3320
C 4.3319 1.9017 0.2073
C 4.8867 1.9115 -1.0688
C 4.2258 2.5564 -2.1076
C 2.9806 3.1366 -1.9161
C 2.4181 3.1178 -0.6447
C 3.1210 2.5394 0.4118
C 1.0671 3.5210 -0.3126
N 0.6722 3.7619 0.9032
N -0.6537 3.7839 0.8943
C -1.0442 3.5552 -0.3272
O 0.0136 3.4010 -1.1574
C -2.4096 3.2079 -0.6668
C -3.0128 3.3448 -1.9108
C -4.2925 2.8420 -2.0942
C -4.9441 2.1482 -1.0831
C -4.3410 2.0058 0.1602
C -4.9419 1.1815 1.2861
N -3.9854 0.1695 1.6747
C -2.8549 0.3107 2.3649
N -2.1341 -0.8091 2.2702
C -2.9253 -1.6284 1.5187
N -4.0299 -1.0526 1.1481
C -3.1009 2.5789 0.3655
H 5.8702 0.6373 1.0724
H 5.1571 1.8272 2.1988
H 2.5834 1.1739 2.9862
H 2.7586 -2.7222 1.5345
H 5.8374 1.4327 -1.2506
H 4.6813 2.5853 -3.0862
H 2.4591 3.6122 -2.7329
H 2.6646 2.5942 1.3869
H -2.4943 3.8431 -2.7154
H -4.7786 2.9657 -3.0481
H -5.9242 1.7332 -1.2602
H -5.8452 0.6661 0.9563
H -5.1707 1.8157 2.1463
H -2.5953 1.1827 2.9319
H -2.6609 -2.6349 1.2621
H -2.6089 2.5359 1.3213
I -0.0331 1.1230 4.5953
C -0.0273 -0.8804 5.3391
C -0.0120 -1.1774 6.6833
C 0.0063 -2.5203 7.0418
C 0.0038 -3.4886 6.0472
C -0.0150 -3.0908 4.7219
N -0.0278 -1.8023 4.3696
H -0.0086 -0.3948 7.4258
H 0.0265 -2.7902 8.0851
H 0.0201 -4.5385 6.2893
H -0.0165 -3.7994 3.9029
C -3.1264 -0.7956 -4.4847
C -2.4501 -1.8369 -3.6008
C -2.5379 -1.5265 -2.1026
C -1.9522 -0.1725 -1.6975
N -0.5373 -0.1375 -1.9799
C 0.4403 -0.0247 -1.1112
S 0.1136 0.5791 0.4966
N 1.7046 -0.1590 -1.4807
C 2.1630 -0.2834 -2.8601
C 1.9695 -1.6648 -3.4994
C 2.8402 -2.7613 -2.8826
C 2.2957 -3.2961 -1.5645
H -3.1734 -1.1557 -5.5084
H -2.5869 0.1494 -4.4868
H -4.1418 -0.6167 -4.1449
H -1.4078 -1.9560 -3.9110
H -2.9337 -2.8020 -3.7594
H -2.0183 -2.3106 -1.5477
H -3.5838 -1.5318 -1.7956
H -2.0869 -0.0100 -0.6275
H -2.4522 0.6375 -2.2343
H -0.3039 -0.3806 -2.9361
H 2.4138 -0.0442 -0.7721
H 3.2281 -0.0505 -2.8503
H 1.6531 0.4861 -3.4527
H 2.2329 -1.5489 -4.5526
H 0.9244 -1.9783 -3.4521
H 3.8540 -2.3833 -2.7429
H 2.8961 -3.5888 -3.5907
H 2.2607 -2.5229 -0.8023
H 2.9234 -4.1058 -1.2005
H 1.2887 -3.6838 -1.6961
S 0.0592 -2.8761 1.1854
```



Record 4
C34H40KN5OS3Se3Te | ωB97M-V with the def2-TZVPD basis set

Results
Frontier orbital gap: 4.953 eV
Energy above the lowest of the compared OMol25 structures with the same formula, charge and spin: 165.5 kJ/mol
Highest occupied orbital energy: -0.0438 hartree
E_LUMO: 3.7598 eV
Charge: -2

The geometry in XYZ format:
```
88
C34H40KN5OS3Se3Te (ωB97M-V with the def2-TZVPD basis set)
K 1.6874 1.6735 0.0446
C -1.0375 -4.0716 1.7525
C -1.2771 -4.7854 0.4495
C -2.1529 -5.8659 0.3744
C -2.3295 -6.5897 -0.7972
C -1.6188 -6.2284 -1.9328
C -0.7658 -5.1343 -1.8901
C -0.5905 -4.4088 -0.7143
N 0.3138 -3.3287 -0.6704
C -0.0642 -1.9691 -0.5096
N -1.4125 -1.7735 -0.4776
C -2.1893 -0.5456 -0.3791
C -1.5729 0.7093 -0.3654
C -2.5119 1.7615 -0.3182
C -3.8977 1.5952 -0.2667
C -4.4276 0.3091 -0.2635
C -3.5757 -0.7891 -0.3221
C -4.1477 -2.1898 -0.3409
N 0.8097 -1.0559 -0.3869
C 2.1804 -1.3024 -0.5095
C 2.9878 -1.0879 0.6148
C 4.3668 -1.1680 0.5335
C 4.9695 -1.4718 -0.6819
C 4.1778 -1.6744 -1.7993
C 2.7859 -1.5891 -1.7459
C 1.9767 -1.7233 -3.0189
H -1.4125 -4.6690 2.5847
H -1.5186 -3.0917 1.7820
H 0.0304 -3.8903 1.8929
H -2.6906 -6.1574 1.2706
H -3.0133 -7.4294 -0.8202
H -1.7414 -6.7804 -2.8566
H -0.2319 -4.8152 -2.7788
H 1.1473 -3.4221 -1.2311
H -1.9428 -2.5902 -0.7201
H -2.1455 2.7919 -0.3162
H -4.5644 2.4540 -0.2244
H -5.5012 0.1484 -0.2186
H -5.2350 -2.1596 -0.2463
H -3.7620 -2.8094 0.4766
H -3.9213 -2.7216 -1.2753
H 2.5074 -0.8231 1.5509
H 4.9677 -0.9155 1.3969
H 6.0482 -1.4781 -0.7682
H 4.6461 -1.8535 -2.7631
H 2.3384 -1.0334 -3.7840
H 0.9212 -1.4989 -2.8626
H 2.0486 -2.7308 -3.4439
C 0.3231 1.8221 5.9836
C 0.7880 0.5503 5.2731
S 0.7793 0.5865 3.4813
C -0.9687 0.7327 3.0584
C -1.5761 2.1469 3.0827
S -0.5363 3.3314 2.1925
C -0.1631 4.6648 3.3633
C -0.0963 4.3984 4.8618
S 1.2231 3.3088 5.4706
H 0.4674 1.6947 7.0592
H -0.7414 1.9872 5.8246
H 0.2046 -0.3025 5.6330
H 1.8347 0.3560 5.5186
H -1.5621 0.0493 3.6749
H -1.0112 0.3717 2.0259
H -1.7285 2.5022 4.0993
H -2.5490 2.1060 2.5902
H -0.8886 5.4688 3.2130
H 0.8094 5.0198 3.0131
H -1.0471 4.0401 5.2587
H 0.0808 5.3643 5.3396
Se 4.2457 2.6626 -1.5394
Se 5.3865 2.0737 2.2085
Te 4.9701 3.8295 0.5330
Se 2.9504 5.0212 1.3311
N 1.2094 2.2776 -6.7786
C 0.7537 1.6361 -5.6455
O 0.5286 0.4441 -5.6362
C 0.5215 2.5217 -4.4638
C 0.1992 3.8663 -4.5827
C 0.0586 4.6269 -3.4382
C 0.2766 4.0154 -2.2106
N 0.5760 2.7275 -2.0889
C 0.6861 1.9943 -3.1921
H 1.5423 1.6461 -7.4895
H 1.7537 3.1145 -6.6482
H 0.0468 4.3114 -5.5597
H -0.1875 5.6789 -3.4889
H 0.2433 4.5870 -1.2874
H 0.9379 0.9454 -3.0643
```



Record 5
C34H41BrCeN6O3SSi | ωB97M-V with the def2-TZVPD basis set

Results
Frontier orbital gap: 7.213 eV
Energy above the lowest of the compared OMol25 structures with the same formula, charge and spin: 12.0 kJ/mol
Highest occupied orbital energy: -0.4974 hartree
E_LUMO: -6.3218 eV
Charge: +2

The geometry in XYZ format:
```
88
C34H41BrCeN6O3SSi (ωB97M-V with the def2-TZVPD basis set)
Ce -0.2030 -0.3349 -1.0058
C -4.1899 2.2562 -0.3319
N -2.7294 2.1571 -0.2969
C -2.1736 2.4333 -1.6257
C -2.7201 1.4882 -2.7038
C -1.7104 1.2277 -3.8084
N -0.4556 0.6981 -3.2352
C 0.5663 0.6178 -3.9973
C 1.9114 0.3468 -3.5193
C 2.9129 -0.0444 -4.4266
C 4.2302 -0.1042 -4.0493
C 4.5833 0.2850 -2.7515
C 3.6258 0.6918 -1.8515
C 2.2730 0.7096 -2.2046
O 1.3510 1.1100 -1.3238
C -2.1666 3.1227 0.6533
C -2.5875 2.9035 2.1039
C -2.0807 1.6347 2.8043
N -2.0653 0.4181 1.9521
C -3.1869 -0.2456 1.7953
C -3.7288 -1.2206 0.9281
C -4.9517 -1.7724 1.4252
C -5.6172 -2.7678 0.7784
C -5.0729 -3.2657 -0.4193
C -3.9206 -2.7373 -0.9507
C -3.2456 -1.6810 -0.3289
O -2.2446 -1.1312 -0.9603
H -4.5242 3.2563 -0.6455
H -4.6205 2.0486 0.6470
H -4.6022 1.5212 -1.0188
H -1.0795 2.3398 -1.5619
H -2.3729 3.4802 -1.9014
H -3.6275 1.8936 -3.1477
H -2.9772 0.5338 -2.2497
H -1.4878 2.1457 -4.3536
H -2.1220 0.5115 -4.5225
H 0.4608 0.8205 -5.0655
H 2.6246 -0.2931 -5.4418
H 4.9900 -0.4091 -4.7548
H 5.6248 0.2844 -2.4562
H 3.8953 1.0240 -0.8562
H -2.4575 4.1441 0.3705
H -1.0764 3.0805 0.5688
H -3.6743 2.9446 2.1821
H -2.2160 3.7496 2.6846
H -2.7278 1.3922 3.6434
H -1.0884 1.7652 3.2179
H -3.8759 0.0460 2.5815
H -5.3447 -1.3882 2.3599
H -6.5404 -3.1666 1.1734
H -5.5766 -4.0709 -0.9396
H -3.5153 -3.0965 -1.8879
C 3.2067 3.1961 2.8909
Si 3.2202 1.5226 3.7045
C 1.8532 1.3214 4.9514
C 4.8577 1.2061 4.5126
C 3.0594 0.2287 2.2905
C 4.1493 -0.5962 1.9947
C 4.0995 -1.5158 0.9594
C 2.9471 -1.5890 0.2065
N 1.8829 -0.8166 0.4458
C 1.9544 0.0630 1.4486
S 0.5957 1.1810 1.7069
H 3.4131 3.9812 3.6225
H 2.2473 3.4284 2.4189
H 3.9801 3.2459 2.1197
H 2.1756 1.7607 5.8990
H 1.6286 0.2671 5.1322
H 0.9316 1.8249 4.6507
H 4.9844 1.9125 5.3370
H 5.6964 1.3535 3.8273
H 4.9220 0.1986 4.9321
H 5.0450 -0.5277 2.6010
H 4.9396 -2.1587 0.7326
H 2.8729 -2.2737 -0.6275
O -0.6458 -1.1362 1.0872
N -0.9387 0.1530 1.1119
Br -0.6773 -2.4944 -4.0186
C 0.2201 -3.4548 -2.6616
C 0.7750 -4.6855 -2.9468
C 1.3124 -5.4064 -1.8913
C 1.2365 -4.8907 -0.6056
C 0.6662 -3.6494 -0.4303
N 0.1972 -2.9060 -1.4499
H 0.7698 -5.0675 -3.9572
H 1.7613 -6.3745 -2.0725
H 1.6017 -5.4449 0.2478
H 0.5661 -3.2093 0.5536
```